# C4H10NO2

An isolated ion of composition C4H10NO2 and charge +1 at a distorted geometry (ωB97M-V/def2-TZVPD, OMol25).

XYZ file:
```
17
Properties=species:S:1:pos:R:3:forces:R:3
N -1.740982 0.397689 0.361026 -0.903 -0.673 0.250
C -1.212269 -0.821172 -0.473995 0.884 1.414 1.946
C 0.147657 -1.250222 0.104924 0.028 -1.491 0.915
C 0.991171 -0.082492 0.615667 1.274 0.126 1.514
C 1.263693 0.981603 -0.372276 2.038 0.957 -1.196
O 0.444032 1.708418 -0.883601 -0.436 -0.243 0.036
O 2.603259 1.088954 -0.639548 -1.219 0.051 -0.662
H -2.777414 0.374772 0.301585 0.752 0.311 0.141
H -1.473238 0.314434 1.355912 -0.256 0.123 -0.549
H -1.388341 1.294817 -0.012858 0.246 -0.282 0.005
H -0.917478 -0.303600 -1.371663 -1.010 -0.601 -1.045
H -2.040781 -1.530174 -0.351962 0.644 -0.079 -1.036
H 0.677886 -1.907518 -0.622329 -0.237 0.994 0.012
H 0.097093 -1.976187 0.945262 -0.579 0.586 -0.212
H 1.990348 -0.436440 0.977493 -0.980 0.028 -0.320
H 0.586020 0.489484 1.504469 0.039 -0.935 -0.733
H 2.749343 1.657632 -1.438107 -0.286 -0.285 0.935
```
Positions in Å, forces in eV/Å.

Values from the calculation:
- Charge: +1
- Electronic energy: -363.40852 a.u.
- HOMO: -14.98 eV
- SMILES: [NH3+]CCCC(=O)O
- ΔE to the lowest compared entry with this formula, charge and spin: 71.24 kJ/mol



# C16H20F3O4RhS

C16H20F3O4RhS as an isolated structure at a distorted geometry (ωB97M-V/def2-TZVPD, OMol25).

XYZ file:
```
45
Properties=species:S:1:pos:R:3:forces:R:3
Rh 1.283849 -0.773264 0.446490 -5.738 -5.801 -1.497
C 2.443987 0.264117 1.642283 2.312 1.032 2.445
C 3.199479 -0.360487 0.612003 2.502 0.386 0.288
C 2.693721 0.118945 -0.628226 2.255 0.691 -1.616
H 3.896244 -1.160497 0.766231 0.464 -0.060 -0.057
C 1.653086 1.042114 -0.341053 -0.176 2.857 -2.048
C 1.490748 1.119963 1.060307 0.513 3.012 1.517
H 0.950078 1.868063 1.639167 -0.194 -0.254 -0.335
H 2.603417 0.089520 2.701123 -0.099 0.084 -0.017
H 3.071420 -0.189860 -1.593957 -0.103 0.174 -0.094
H 1.205692 1.753927 -1.054498 0.043 -0.639 0.264
C -2.435967 0.332648 0.835911 -1.153 0.239 -0.638
C -1.701689 1.487799 1.213153 0.711 1.994 -0.903
C -1.561776 2.321126 0.075917 0.165 -0.593 2.738
H -1.300468 1.668267 2.210233 -0.047 -0.064 -0.439
C -2.241431 1.690579 -1.011922 -1.292 -2.191 -0.136
C -2.789380 0.467132 -0.540479 0.433 1.043 -0.903
H -3.357451 -0.268278 -1.111736 0.311 0.319 0.122
H -2.805989 -0.448506 1.493950 0.194 0.354 -0.229
H -1.044972 3.283364 0.038879 -0.118 -0.449 0.029
H -2.331285 2.087953 -2.022785 0.059 -0.152 0.306
O 0.589995 -2.851306 -0.566973 0.183 0.071 -1.170
C -0.345188 -0.408912 -4.244860 0.476 -1.868 0.944
C 0.264784 -1.637376 -4.118568 -0.523 0.537 -0.600
C 0.540947 0.829909 -4.181040 -1.035 -0.492 -0.243
C -1.888071 -0.362076 -4.152609 0.448 0.082 -0.379
C 0.711338 -3.026106 -1.819210 0.015 -0.915 -0.327
H 1.334870 -1.713798 -3.915375 -0.263 0.175 -0.441
H -0.221112 -2.611920 -4.375975 0.134 0.969 0.666
H 0.038017 -3.684980 -2.404827 -0.609 0.023 0.414
H 1.660374 -3.042594 -2.393229 0.479 0.552 0.591
H 0.579433 1.310843 -5.164986 -0.051 0.239 0.012
H 1.558734 0.572139 -3.913194 0.117 -0.169 0.143
H 0.156546 1.531219 -3.449582 -0.013 0.364 0.172
H -2.336453 -0.378801 -5.157950 -0.114 0.204 0.091
H -2.272571 0.519648 -3.610681 0.320 -0.210 -0.298
H -2.297893 -1.239741 -3.617930 0.480 0.315 -0.194
F -0.278917 -3.026686 4.789582 -0.288 0.381 0.118
C -0.738953 -2.079654 3.960513 0.294 0.019 -2.332
F -2.085088 -2.029501 4.020885 0.202 0.017 0.683
F -0.246593 -0.881913 4.321546 -0.243 -0.576 0.218
S -0.306936 -2.483508 2.117925 2.368 2.200 -2.388
O 1.190552 -2.497361 2.054492 -2.613 -1.166 1.814
O -1.035488 -3.664156 1.781884 -0.385 -0.790 1.074
O -0.740742 -1.292295 1.293369 -0.422 -1.945 2.636
```
Positions in Å, forces in eV/Å.

Values from the calculation:
- <S²>: 6.03
- Charge: -2
- Electronic energy: -1730.63911 a.u.
- HOMO (spin up / spin down): 2.10 / -0.99 eV
- 2S+1: 5
- ΔE to the lowest compared entry with this formula, charge and spin: 0.00 kJ/mol



# C2H4OS2

A 2-piece molecular cluster, C2H4OS2 overall at a distorted geometry (ωB97M-V/def2-TZVPD, OMol25).

XYZ file:
```
9
Properties=species:S:1:pos:R:3:forces:R:3
C -1.147114 -0.810870 -0.096434 -4.694 -2.090 -0.806
C -0.463121 0.244601 -0.262443 -0.641 5.409 -3.925
O 1.813428 1.681417 -0.318577 -1.211 -1.020 0.942
S 2.289368 -1.150967 0.068745 -1.169 0.940 0.562
S 1.200241 0.472815 0.257422 0.933 0.676 0.372
H -2.198813 -0.643381 -0.574825 1.778 -1.102 1.258
H -0.939563 -1.752276 0.401119 0.346 0.216 -0.117
H -1.186664 1.270821 -1.051900 3.040 -2.924 2.732
H 0.632236 0.687841 1.576893 1.620 -0.107 -1.018
```
Positions in Å, forces in eV/Å.

Values from the calculation:
- Charge: 0
- Electronic energy: -950.04771 a.u.
- HOMO: -9.55 eV
- ΔE to the lowest compared entry with this formula, charge and spin: 422.66 kJ/mol



# C42H54BCl3F3I2N10ORbS2

C42H54BCl3F3I2N10ORbS2 as an isolated structure at a distorted geometry (ωB97M-V/def2-TZVPD, OMol25).

XYZ file:
```
119
Properties=species:S:1:pos:R:3:forces:R:3
Rb -0.655326 1.266740 0.393438 -0.122 -1.023 -0.219
C 0.183256 2.803985 -3.522677 -0.102 -0.022 0.038
C -0.984329 1.811957 -3.579063 0.199 0.042 -0.024
C -1.745239 1.950857 -4.894268 -0.086 -0.029 0.143
C -0.474122 0.412696 -3.374286 -0.103 -0.206 -0.139
C -0.175491 -0.580122 -4.330350 0.029 -0.019 0.024
C 0.290212 -1.653627 -3.593587 0.048 0.173 -0.132
C 0.679289 -3.019341 -4.083523 -0.160 -0.031 -0.004
C 1.071208 -3.007633 -5.558910 0.031 0.041 0.110
C -0.489796 -3.984502 -3.848894 0.159 -0.035 0.077
N 0.258068 -1.295280 -2.284680 0.029 -0.255 -0.215
N -0.209880 -0.036140 -2.162956 -0.040 0.128 0.224
B 0.811506 -2.104089 -1.083501 -0.092 0.411 0.070
N 2.009295 -1.338440 -0.455483 0.170 -0.302 0.007
N 1.867526 -0.094732 0.049767 -0.154 0.119 0.089
C 3.061881 0.324451 0.426314 0.059 -0.248 -0.017
C 4.022362 -0.672996 0.165098 -0.023 0.000 0.018
C 3.311320 -1.717810 -0.396664 0.046 0.146 0.093
C 3.867557 -3.039338 -0.846475 0.090 0.045 0.024
C 4.480867 -3.794670 0.336798 -0.094 -0.023 -0.081
C 4.912427 -2.830512 -1.946443 -0.124 -0.072 -0.007
C 3.262244 1.678659 1.042364 0.117 -0.124 -0.063
C 4.130979 2.565495 0.148840 -0.116 0.036 0.087
C 3.879681 1.545520 2.435909 -0.105 0.103 -0.025
N -0.291815 -2.436856 -0.034027 0.013 -0.303 0.010
N -1.015430 -1.475652 0.569260 -0.147 0.044 0.059
C -1.875584 -2.061658 1.387735 0.341 -0.358 -0.126
C -1.707684 -3.457829 1.321734 -0.012 -0.009 0.003
C -0.688194 -3.657732 0.405707 -0.173 0.034 0.054
C -0.103270 -4.982647 0.004199 -0.012 -0.057 0.055
C -1.199962 -5.954080 -0.439971 0.061 0.062 -0.071
C 0.701811 -5.577114 1.164691 0.072 0.055 -0.130
C -2.852018 -1.265258 2.205248 -0.194 -0.008 -0.156
C -3.333119 -2.064383 3.414996 0.154 0.097 -0.017
C -4.046568 -0.827346 1.348425 0.154 0.048 0.078
H -0.176628 3.829507 -3.625987 0.023 0.011 0.024
H 0.890832 2.604797 -4.332235 0.021 -0.023 0.013
H 0.713213 2.715245 -2.573492 0.041 0.063 -0.015
H -1.662125 2.045261 -2.751652 -0.038 -0.032 -0.023
H -1.080962 1.771172 -5.744019 -0.002 0.008 -0.018
H -2.156958 2.957714 -4.986073 0.011 0.009 -0.017
H -2.570424 1.238019 -4.941566 -0.016 0.012 -0.043
H -0.290050 -0.524811 -5.400027 0.003 -0.003 -0.006
H 1.539878 -3.367017 -3.507605 -0.006 -0.005 0.009
H 0.214279 -2.745199 -6.182510 0.018 0.015 -0.033
H 1.423450 -3.996564 -5.861298 -0.028 -0.008 -0.029
H 1.867195 -2.285336 -5.743984 -0.008 0.006 -0.039
H -1.337226 -3.695342 -4.474021 -0.022 0.009 0.018
H -0.806599 -3.938532 -2.806538 -0.036 -0.055 -0.005
H -0.213240 -5.015257 -4.089971 -0.006 -0.010 -0.003
H 1.214294 -3.140971 -1.508239 0.007 -0.033 -0.011
H 5.083852 -0.632972 0.353994 0.012 -0.016 -0.007
H 3.058217 -3.646178 -1.250874 -0.014 0.023 -0.005
H 5.325007 -3.238658 0.749250 0.000 0.002 0.020
H 4.834031 -4.780434 0.021587 0.031 -0.004 0.021
H 3.742374 -3.927768 1.128200 0.029 -0.008 0.034
H 5.752844 -2.247348 -1.565668 0.012 0.014 -0.021
H 4.477262 -2.288473 -2.786806 0.032 0.011 -0.020
H 5.291311 -3.790623 -2.307583 0.028 0.005 -0.005
H 2.277511 2.143897 1.143609 0.014 0.038 -0.024
H 5.125518 2.125669 0.028800 0.003 -0.010 -0.012
H 4.236154 3.563197 0.578041 -0.004 0.033 -0.052
H 3.678816 2.673471 -0.837003 0.024 0.029 -0.016
H 4.874932 1.097363 2.375848 0.008 -0.005 0.009
H 3.258224 0.912867 3.072127 0.028 -0.030 0.005
H 3.971839 2.528958 2.902888 0.025 -0.007 0.028
H -2.243947 -4.221399 1.862367 -0.005 -0.001 0.008
H 0.574139 -4.831371 -0.835367 -0.014 0.034 -0.001
H -1.854708 -6.211963 0.394944 -0.014 0.009 0.007
H -0.759888 -6.875697 -0.829521 -0.010 -0.029 0.034
H -1.811726 -5.507782 -1.224324 -0.030 -0.029 -0.001
H 0.053495 -5.758024 2.024331 0.004 0.007 0.015
H 1.486965 -4.883838 1.469064 0.011 -0.022 0.054
H 1.168247 -6.522213 0.873165 -0.007 -0.016 0.014
H -2.339584 -0.363029 2.556121 0.044 -0.043 0.042
H -3.915931 -2.931948 3.096015 0.003 -0.013 -0.002
H -3.970712 -1.449721 4.052791 -0.032 -0.029 -0.001
H -2.484818 -2.417242 4.005012 -0.042 -0.021 0.061
H -4.575177 -1.704629 0.967102 -0.019 0.006 -0.015
H -3.721709 -0.223147 0.501458 -0.064 0.007 -0.028
H -4.743082 -0.226830 1.939423 -0.037 0.008 -0.041
F -6.790532 3.361515 -2.362979 -0.024 0.096 0.006
C -5.761189 3.291430 -3.222955 -0.186 -0.073 -0.037
F -6.259407 3.755615 -4.407933 0.047 0.079 -0.039
F -5.519409 1.984018 -3.435587 0.057 -0.009 0.023
C -4.539787 4.050158 -2.808175 0.166 -0.037 0.157
C -4.050497 5.046382 -3.625150 -0.013 -0.059 0.053
C -2.855088 5.686110 -3.311791 0.011 0.036 -0.131
C -2.174898 5.249840 -2.193041 -0.069 0.018 0.039
N -2.647076 4.314211 -1.380250 -0.562 -0.086 -0.529
C -3.852381 3.717150 -1.593320 0.062 0.157 -0.103
S -4.466253 2.675610 -0.394984 -0.234 -0.515 -0.324
H -4.599576 5.326035 -4.514694 0.013 -0.034 -0.018
H -2.458434 6.480100 -3.927989 0.031 -0.025 -0.024
H -1.213797 5.672319 -1.918057 -0.015 0.024 0.065
Cl -4.828517 3.213774 6.172603 0.417 -1.120 -1.013
C -4.402575 1.668871 5.070163 -0.655 1.742 1.711
Cl -3.479107 0.619757 6.110572 0.170 -0.344 -0.087
Cl -5.933365 1.004381 4.599473 -0.052 -0.301 -0.299
C -3.616516 2.174681 3.976793 0.108 0.077 -0.249
N -2.962631 2.603409 3.138374 0.004 -0.250 0.158
I 0.733393 5.177168 0.495691 1.150 0.298 -0.196
I 3.278994 6.894369 -0.166628 0.413 0.366 -0.046
O -2.292439 5.696749 1.007442 -0.236 -0.082 -0.009
S -2.129143 4.249247 0.847694 0.209 0.812 0.638
N -0.699610 3.768081 0.773905 -0.640 0.868 0.554
N 0.012035 1.081904 3.495939 -0.074 -0.054 -0.014
C 0.708724 1.379229 4.358565 -0.062 0.013 -0.065
C 1.583866 1.741592 5.437100 0.118 0.007 0.095
C 1.482371 2.998296 6.027953 -0.089 0.006 0.012
C 2.343754 3.340380 7.057103 0.046 0.000 -0.023
C 3.311997 2.441836 7.482386 -0.024 -0.016 0.014
C 3.406932 1.186224 6.896767 -0.015 0.030 0.035
C 2.542416 0.830121 5.876165 0.000 -0.010 0.018
H 0.729972 3.694281 5.682358 0.023 0.003 -0.057
H 2.266401 4.315254 7.519333 0.005 0.014 -0.023
H 3.996190 2.721797 8.273140 -0.004 -0.009 0.012
H 4.156658 0.484930 7.238431 0.010 -0.009 -0.031
H 2.606475 -0.144215 5.411041 0.006 0.016 -0.033
```
Positions in Å, forces in eV/Å.

Values from the calculation:
- Charge: -2
- Electronic energy: -5376.73603 a.u.
- HOMO: -2.27 eV
- ΔE to the lowest compared entry with this formula, charge and spin: 63.18 kJ/mol



# C6H12O

C6H12O as an isolated structure (ωB97M-V/def2-TZVPD, OMol25).

XYZ file:
```
19
Properties=species:S:1:pos:R:3:forces:R:3
C 1.789657 0.037441 -1.432128 0.028 -0.039 -0.033
C 1.695861 0.999867 -0.254916 0.107 -0.263 0.010
O 1.088924 2.259072 -0.618282 -0.022 0.204 -0.119
C 0.065821 1.944834 0.334666 -0.190 -0.126 0.321
C 0.705506 0.686634 0.838095 0.168 0.361 -0.326
C -1.703583 -1.372183 1.408589 -0.037 0.110 0.072
C -1.416100 -1.359368 -0.098300 -0.001 -0.158 -0.223
H 2.517469 0.411887 -2.157201 -0.077 -0.039 0.122
H 2.089917 -0.958422 -1.094975 -0.001 0.141 -0.020
H 0.819538 -0.036841 -1.934244 0.158 0.021 0.115
H 2.686751 1.149734 0.208487 -0.106 0.000 -0.058
H -0.890973 1.680091 -0.150574 0.101 0.048 0.082
H -0.143010 2.723739 1.079194 0.098 -0.037 -0.108
H -0.858231 -0.947445 1.956507 -0.116 -0.170 -0.061
H -1.892812 -2.380109 1.790303 -0.005 0.136 -0.118
H -2.576992 -0.759992 1.652145 0.063 -0.084 -0.024
H -1.207956 -2.357144 -0.493024 -0.034 0.022 0.094
H -0.526538 -0.765985 -0.341787 -0.206 -0.087 0.134
H -2.243256 -0.955803 -0.692563 0.073 -0.040 0.138
```
Positions in Å, forces in eV/Å.

Values from the calculation:
- Charge: 0
- Electronic energy: -310.86657 a.u.
- HOMO: -9.03 eV
- ΔE to the lowest compared entry with this formula, charge and spin: 505.93 kJ/mol



# C4H7ClN2

One molecule with the formula C4H7ClN2 at a distorted geometry (ωB97M-V/def2-TZVPD, OMol25).

XYZ file:
```
14
Properties=species:S:1:pos:R:3:forces:R:3
H -1.668841 -2.026918 -0.853906 -0.092 0.962 -0.108
N -1.424415 -1.011646 -0.825018 -1.132 -1.195 -0.983
C -0.393745 -0.885243 -0.127975 0.863 0.258 1.642
N 0.179825 -1.931188 0.621379 0.111 0.651 -0.231
C 0.144046 0.505601 0.064745 0.912 1.364 -0.587
C -0.756340 1.709384 0.094614 -3.135 -1.042 1.043
C 1.422986 0.844010 -0.034143 0.214 -1.564 -0.094
Cl 2.658387 -0.349502 -0.319748 0.551 0.060 -0.034
H 1.144714 -1.823768 0.875567 0.184 0.406 0.166
H 0.098119 -2.822038 0.175010 -0.392 -0.475 -0.228
H -1.393884 1.649526 1.049538 0.806 0.250 -1.236
H -1.508006 1.606291 -0.726272 0.582 0.097 0.530
H -0.332199 2.706528 0.041471 0.574 -0.267 0.005
H 1.829356 1.828961 -0.035257 -0.045 0.494 0.113
```
Positions in Å, forces in eV/Å.

Values from the calculation:
- Charge: 0
- Electronic energy: -726.29384 a.u.
- HOMO: -9.36 eV
- SMILES: [H]/N=C(N)/C(C)=C\Cl
- ΔE to the lowest compared entry with this formula, charge and spin: 122.62 kJ/mol